1.
Computed, not measured: a structure of composition C57H60N7STi, with wB97M-V/def2-TZVPD.

Results
spin multiplicity: 2
HOMO-LUMO gap (alpha / beta): 5.17 / 5.13 eV
⟨S²⟩: 0.7534

Structure (XYZ):
```
126
Properties=species:S:1:pos:R:3:forces:R:3
C 2.4973 -2.7333 -1.3216 0.016 0.118 0.025
C -1.3841 5.8688 0.4967 0.030 -0.010 0.009
C 5.2237 1.6847 -2.7046 0.010 0.077 0.064
H 6.0092 0.6745 1.7944 0.006 -0.018 -0.021
C 1.1650 5.0799 -2.5711 0.021 -0.010 0.002
H 4.3835 -1.2107 1.6314 -0.030 -0.009 -0.002
H 6.8026 1.7279 0.6314 -0.013 -0.015 0.004
H 1.7290 -5.9751 -1.8330 0.008 0.016 -0.010
H -5.7810 -5.9880 0.9772 0.014 0.013 0.000
C 0.9924 2.6458 -1.6497 -0.020 -0.116 -0.127
C 4.3663 1.0216 -1.6709 -0.070 0.133 -0.059
H -0.3673 6.2497 0.6083 -0.017 -0.012 0.002
H -2.7658 3.1218 0.2684 -0.004 -0.027 0.015
Ti 0.4202 -0.1916 -0.5308 0.565 0.282 0.943
H 4.9321 3.7477 -2.0704 0.027 -0.037 0.002
H 6.4022 3.4952 -3.0207 -0.030 -0.019 0.004
H 3.3644 -4.8365 2.9733 0.013 0.024 -0.014
C -4.5297 1.7232 1.7750 0.037 -0.024 0.039
H -5.3937 1.1323 2.0908 0.000 -0.009 0.000
C 0.2916 -2.9335 -1.8768 -0.562 0.331 -0.182
C 3.5264 -0.1337 0.0725 -0.157 0.280 -0.084
H -3.5672 -1.7839 -0.3788 0.020 0.041 -0.054
H -6.0073 -2.0224 -0.6255 0.024 -0.020 0.007
C -4.2113 2.7610 2.8594 0.037 -0.022 -0.028
H -4.8394 2.2434 0.8639 -0.024 0.007 -0.011
C 0.4616 3.9905 -1.8245 0.149 0.033 0.031
H -0.4955 -4.1635 3.6607 -0.005 0.006 0.002
C 2.3058 5.7095 -1.7634 -0.032 -0.011 0.025
C 6.1212 -0.1556 -0.2155 -0.010 0.063 0.063
H -2.9389 4.2475 -3.9437 0.004 -0.008 -0.006
H 3.0500 4.9572 -1.4955 -0.039 0.028 0.009
H 1.1118 -4.3695 4.3027 -0.005 -0.003 -0.004
H -0.4630 -4.9070 -2.2594 0.010 -0.018 0.013
H -3.7046 -0.0534 -3.7289 -0.005 -0.012 0.016
H -4.0312 0.2141 4.5523 0.001 -0.018 -0.013
H 1.9229 6.1372 -0.8345 0.016 -0.001 -0.025
C 3.4496 -0.9026 1.1738 -0.134 -0.193 0.248
C -1.7863 -0.1153 -2.7986 -0.227 0.305 -0.231
C 0.1902 -2.0355 2.0103 -0.141 -0.019 -0.115
H 2.7323 2.8793 -2.8612 0.015 -0.002 0.031
C -0.6782 4.0551 -1.1040 -0.012 -0.047 0.030
N 1.3060 -2.1599 -1.5124 0.029 0.101 0.076
C 2.2397 -2.2862 2.8478 0.060 -0.155 0.071
C -1.2766 -2.1744 1.8175 -0.081 -0.078 -0.084
C -4.0550 -1.2461 2.9373 0.030 0.079 0.025
C -2.2286 3.4308 -3.9794 0.007 -0.001 0.040
N -0.8380 -0.8420 -2.1883 -0.183 -0.061 -0.735
C -3.3885 0.7950 1.4708 -0.116 -0.024 0.055
H 3.3112 -2.0721 -1.0675 -0.028 0.003 0.040
C 4.7402 0.2569 -0.6198 -0.008 -0.149 -0.083
N -1.3879 0.0289 0.6517 -0.228 -0.015 -0.255
H -2.7957 -1.0291 4.6957 -0.008 0.016 -0.019
H 7.6550 0.3136 1.2601 0.000 -0.002 -0.024
H -3.8564 2.2730 3.7673 -0.005 0.010 0.003
C 0.3631 -3.6117 4.0537 0.015 0.000 -0.008
H -0.4601 -3.5342 6.0775 0.008 0.009 -0.018
H -4.4797 -1.4130 5.0725 0.010 0.004 -0.032
H -3.9001 -2.3219 2.8302 0.008 -0.015 -0.031
H -5.0902 3.3578 3.1136 0.004 -0.016 -0.027
C -5.2993 -5.0652 0.6783 0.044 0.020 0.006
C 0.9120 -2.7003 2.9966 0.032 0.019 0.151
C -1.9577 -0.9155 1.4463 0.295 -0.096 0.305
C -3.9275 -4.9190 0.8413 -0.027 0.008 -0.005
C 5.7534 3.0540 -2.2610 -0.019 -0.016 0.006
H -2.1068 -3.8911 -2.7816 -0.042 0.003 0.023
C -3.1758 -0.4939 1.9790 -0.120 0.026 0.035
C 1.6200 -4.9006 -1.7617 -0.143 -0.002 -0.016
C -0.0376 -2.8619 5.3272 0.017 0.014 -0.007
S -1.5285 -3.6223 0.6319 -0.039 0.094 0.073
C -0.2033 2.4516 -4.7595 -0.036 -0.093 0.090
H 2.8039 6.5019 -2.3259 -0.018 -0.027 -0.001
C 3.4252 -2.7677 3.6309 -0.040 -0.033 0.000
C -3.1217 -2.0569 -3.2056 0.050 -0.140 0.040
C 2.6980 -4.0944 -1.4379 0.081 0.032 0.000
C -2.4367 2.2897 -3.2247 -0.092 0.085 -0.012
C -2.9668 -0.6866 -3.2565 0.051 0.166 0.005
H -0.7760 -2.0909 5.1003 -0.008 -0.010 0.008
H 0.4460 5.8544 -2.8491 -0.010 -0.004 -0.001
C -4.0501 -2.7052 -0.0866 -0.010 -0.007 -0.009
H -2.6151 4.9294 -1.0056 -0.008 -0.007 0.002
H -3.3032 2.1825 -2.5846 0.016 0.006 -0.011
H 3.1130 -3.0045 4.6517 0.010 0.007 -0.001
H -5.1042 -1.0778 2.6764 -0.005 0.000 -0.017
H -2.0777 6.6976 0.6480 0.008 -0.009 -0.015
N 2.4088 0.4211 -0.5733 0.626 -0.057 -0.178
H 4.6490 1.7975 -3.6271 0.015 -0.009 -0.016
C -2.0606 -2.8140 -2.7544 -0.194 -0.165 0.034
H 6.1143 -1.2082 0.0799 0.006 -0.010 0.000
H -4.0252 -2.5321 -3.5663 0.027 0.014 0.009
H -1.5477 5.1344 1.2870 -0.003 0.011 -0.021
C -3.8308 -0.8472 4.3993 -0.008 -0.034 0.011
C -0.8937 2.7379 -0.5337 0.146 -0.075 -0.251
H 6.7848 -0.0799 -1.0795 0.017 0.000 -0.003
H -7.1256 -4.1304 0.0430 0.024 0.001 -0.005
H 4.9563 -4.3311 3.5607 -0.032 0.019 0.002
H 3.6841 -4.5032 -1.2659 -0.019 -0.012 -0.013
N 0.9871 -1.2552 1.2293 0.187 -0.109 0.197
H 6.0676 1.0339 -2.9477 -0.002 -0.007 0.014
C -6.0533 -4.0241 0.1531 0.038 0.013 0.005
C 4.0740 -4.0066 3.0035 -0.013 0.004 -0.025
C -5.4249 -2.8439 -0.2234 0.026 0.006 0.024
C -1.4979 1.2693 -3.3045 -0.020 -0.331 0.068
H -0.8929 4.3864 -5.3785 -0.007 -0.015 0.006
H -3.4226 3.4418 2.5321 -0.004 -0.029 -0.003
C -2.0051 2.3628 0.1208 -0.220 -0.193 0.114
H 6.3263 2.9629 -1.3365 -0.006 0.001 -0.030
C -1.0931 3.5136 -4.7709 -0.004 0.007 -0.010
H 1.5623 4.6831 -3.5107 -0.010 -0.001 -0.007
H 4.3762 -3.7972 1.9738 -0.001 -0.009 0.031
C -1.5708 5.2339 -0.8850 -0.018 -0.018 0.002
H -1.7078 -2.5400 2.7456 -0.020 0.015 0.040
C 2.9212 1.2029 -1.5573 -0.005 0.173 0.151
C -0.9439 -2.1773 -2.2438 0.227 -0.332 -0.039
C -2.2811 1.0823 0.6691 0.149 0.228 -0.019
N 0.1678 1.8835 -0.8877 -0.099 0.372 -0.013
C 2.2174 2.2365 -2.1609 0.028 -0.105 0.017
H 0.7055 2.4836 -5.3510 -0.006 -0.014 0.010
C 0.3944 -4.3067 -1.9989 0.173 -0.309 -0.067
N -0.4014 1.3391 -4.0525 0.067 0.125 -0.087
H 0.8269 -2.3584 5.7656 -0.017 -0.014 -0.015
C -3.2880 -3.7398 0.4571 -0.114 -0.035 0.064
H 4.1685 -1.9723 3.7239 -0.003 0.011 -0.007
C 2.2609 -1.4183 1.7557 0.127 0.030 -0.222
H -1.3786 5.9798 -1.6594 -0.001 0.010 0.000
H -3.3394 -5.7169 1.2780 -0.008 0.003 -0.007
C 6.6826 0.6872 0.9359 -0.034 0.015 0.002
```
Positions in Å, forces in eV/Å.

2.
Computed, not measured: a structure of composition C51H41BBr3N8O20, with wB97M-V/def2-TZVPD.

Results
HOMO-LUMO gap: 8.24 eV
total charge: -1

Structure (XYZ):
```
124
Properties=species:S:1:pos:R:3:forces:R:3
H -8.0694 -2.2316 -6.5373 0.001 -1.061 0.057
H 0.4363 -6.4485 -6.2031 0.458 0.015 -0.623
C 2.7338 1.9627 -5.7998 -1.701 -2.348 0.204
H -1.7916 7.2210 4.4907 0.222 -0.115 -0.565
O -1.1568 -3.6420 3.2639 0.273 0.852 -1.303
C -6.4056 -0.1388 -4.5221 -1.056 -0.200 0.057
H 1.8921 -4.6995 7.4773 0.538 -0.309 0.207
H -0.7220 1.1582 -7.6481 0.208 0.305 -0.413
O 1.8361 3.6345 -9.5046 1.541 0.364 -0.028
C 3.4523 -6.0492 -4.7790 -1.111 0.406 -2.294
C 8.4371 2.5488 6.0853 -2.288 -1.351 -1.595
H 1.7298 -4.6117 -2.4210 -1.145 0.169 -0.048
C -7.3315 -2.0414 -5.7719 -0.083 1.023 0.589
C -7.3138 -0.6701 -5.4937 1.235 0.321 2.135
C 0.5360 0.8740 0.6794 2.808 6.166 0.772
O -2.0811 -4.0727 0.3995 1.667 2.866 1.535
C 1.1769 -2.0195 9.3430 -1.606 1.986 -0.430
Br 5.9500 8.8858 0.0737 -0.536 -0.242 -0.089
H 0.0153 -3.0971 7.9376 -0.063 -0.456 0.166
Br 2.8426 8.2131 -0.5989 1.458 -0.748 -0.300
C 2.0468 -3.9221 8.2108 -0.365 0.929 1.294
O 3.0040 7.0646 4.7316 -0.380 1.550 0.657
H 5.8050 1.7307 3.3829 0.144 0.094 -0.216
N 7.2244 1.9603 6.4465 2.489 1.226 -0.973
N 2.5520 -6.3145 -5.7554 -0.931 -1.339 0.315
C -6.4908 -2.9119 -5.0162 -0.380 1.016 -0.053
C -4.1749 -11.5753 1.3971 -1.286 -2.120 0.037
C 2.3970 -1.5769 9.8161 0.805 -1.042 -0.693
H -2.1277 5.9050 -3.6344 0.381 0.221 0.154
B -0.6961 -0.9214 1.1784 -0.873 -0.277 0.312
N 2.6530 8.1899 5.1185 2.523 -0.311 -1.460
C -3.5464 6.0175 -5.1380 -0.874 -0.144 -2.038
C 7.8219 2.6276 3.7013 -0.797 -1.128 1.280
H -2.4830 8.7185 6.1792 -0.009 0.071 0.064
O -4.0542 6.7164 -9.2207 -1.122 -0.009 0.699
C -3.2291 -10.6157 1.2872 1.365 1.157 1.683
O -0.5215 -1.6525 2.4546 0.111 0.811 -0.323
H 4.7522 6.7308 0.2683 -0.375 0.186 -0.296
C 4.7007 7.4946 -0.5076 0.610 0.217 -0.150
H 4.4676 -6.3758 -4.9495 0.123 0.106 -0.253
C 6.6017 1.9759 4.0696 1.515 0.874 0.589
O -6.2636 -13.4308 1.9444 0.032 -0.217 0.631
H -4.8618 -0.7020 -3.0803 -0.319 0.624 0.202
H -6.3791 0.8941 -4.2078 -0.321 0.185 -0.525
O 0.5619 -0.3576 0.6972 -0.461 -5.177 -0.129
H -1.5089 -9.7748 2.1085 0.250 0.069 0.724
H -0.2584 -5.3992 -4.1062 0.003 0.098 0.191
H 1.5853 9.9370 6.8339 0.289 -0.300 -0.067
H 0.3330 -1.3532 9.4441 -0.145 0.229 0.229
C 0.3241 7.6377 4.6167 0.257 -0.009 0.567
C 1.2063 2.2139 -7.6930 1.673 1.517 -1.399
H -0.8862 9.9678 7.4502 0.666 0.038 0.559
N 0.9979 2.9433 -9.0187 -2.742 -0.628 0.689
C -5.6135 -2.3720 -4.0839 -0.942 0.466 -0.002
N 4.2619 -4.7710 8.8705 2.637 -0.078 1.057
H -4.7692 5.9658 -6.9668 -0.077 0.214 0.114
Br 5.5592 6.6341 -2.1150 -1.175 0.577 0.853
H 4.4211 -2.3008 10.0630 0.074 0.171 0.016
C 1.7987 1.0483 -5.3118 -2.132 0.367 -0.478
C 0.5226 0.8622 -5.9810 1.850 -0.874 1.799
C -2.7160 6.6057 -7.3627 -0.121 0.186 3.029
C -1.4319 8.6431 5.9426 1.459 0.112 1.470
O -8.2059 1.4739 -5.8229 -0.063 -0.605 0.757
O -0.1403 2.8478 -9.4903 0.831 -0.376 0.456
O -1.2602 2.5347 1.3164 1.161 -3.916 -0.355
C -3.8176 6.1872 -6.5065 2.429 0.758 -1.265
C 1.8162 -5.1011 -3.3799 -2.040 0.342 -0.910
C -1.0345 -2.8513 2.3433 -0.671 -2.029 2.161
O -1.6355 0.2754 1.2735 0.739 -1.025 0.489
O 3.4309 9.1480 5.2711 -1.192 -1.395 0.077
H 3.8787 -4.8122 -3.1028 0.175 -0.393 0.321
H 3.1014 3.2508 -7.3605 -0.246 0.005 -0.868
O -5.1796 -14.2202 3.6601 -0.575 -0.241 0.268
C 6.3892 1.7099 5.4371 0.023 0.661 -0.097
C -1.2150 6.6424 -5.4636 -0.206 -0.095 -0.844
O 1.5567 1.5631 0.4951 -2.780 -0.817 0.033
H 2.7055 -0.5813 10.0989 -0.859 0.090 0.621
N -5.3683 -13.4317 2.7694 1.590 1.292 -1.579
C -3.3682 -12.2102 3.5842 -0.553 -0.510 0.991
O -2.0437 7.2203 -9.4784 1.869 0.798 0.056
H -3.3909 -12.7636 4.5114 -0.332 -0.286 -0.159
C -2.2678 6.1649 -4.6733 0.847 0.434 0.897
H -0.2380 0.2365 -5.5378 0.172 -0.167 0.292
C -4.2768 -12.3690 2.5760 -0.432 0.119 -0.800
H -4.3853 5.7375 -4.5181 0.228 -0.177 0.292
H 8.0817 2.8923 2.6870 -0.236 -0.016 -0.106
C 0.9411 -3.0814 8.4935 2.299 -0.404 -0.159
H -4.7047 -11.8640 0.5013 -0.807 0.213 0.254
O -9.1312 -0.1562 -6.8709 0.383 -0.132 1.210
C 3.2515 -3.6689 8.9397 -2.133 -0.827 -1.219
H -0.6075 7.1145 -7.4879 -0.057 0.308 0.050
C 0.2385 1.3809 -7.2076 -0.266 0.149 0.264
C 8.7462 2.8595 4.7281 -0.642 0.046 1.982
H -1.5789 -11.1381 4.1503 -0.252 -0.290 0.536
C -1.5351 -3.0777 0.9049 -1.051 -1.691 -1.192
H -0.1991 6.8608 -5.1693 -0.106 -0.350 0.844
C 1.2550 8.3950 5.3195 -1.028 0.299 0.706
H -6.5467 -3.9896 -4.9727 -0.231 -0.078 -0.913
O 5.4160 -4.4889 9.1950 -0.591 1.203 -0.011
C 0.8885 9.2794 6.3354 -1.202 -0.331 0.583
C 2.4012 2.4985 -7.0286 0.575 1.109 -0.089
H 3.6485 2.0280 -5.2294 0.184 0.714 -0.418
C 3.4317 -2.4644 9.6620 1.357 -2.117 -0.551
O 4.0258 -5.9346 8.6081 -1.947 0.627 -0.565
H 1.9421 0.5676 -4.3554 0.032 -0.119 0.030
C -1.0089 7.8105 4.9450 -0.700 -0.688 -0.629
C -2.3886 -11.2741 3.4487 2.047 1.088 -0.311
C 0.7987 -5.4991 -4.3039 1.574 -0.751 -0.373
C 3.1150 -5.2807 -3.7058 1.375 -0.193 0.506
C -5.6234 -0.9963 -3.7872 1.089 -1.409 -1.009
N -8.3345 0.2825 -6.0366 0.630 -0.149 -2.526
N -2.9476 6.9079 -8.7569 -0.986 -1.282 -1.145
H 0.6267 6.8837 3.9052 0.128 0.126 -0.061
H -3.1933 -9.8136 0.5648 -0.135 -0.608 -0.760
H 5.4185 1.3909 5.7869 -0.176 -0.457 -0.290
C 1.2203 -6.1174 -5.5382 1.506 1.556 3.186
H -4.9946 -3.0421 -3.5057 0.081 0.001 0.054
C -0.8958 1.3422 1.1641 -0.493 4.512 -0.598
H 9.6913 3.3757 4.6461 0.081 -0.030 -0.740
C -2.2858 -10.4918 2.3295 -0.913 0.353 -1.513
O -1.2725 -1.9282 0.3081 -0.417 -0.271 -1.440
C -0.4506 9.2698 6.7506 -1.017 0.934 -1.933
H 9.1728 2.7121 6.8589 -0.134 0.081 0.165
C -1.4155 6.8699 -6.8142 -2.186 -0.890 -0.847
```
Positions in Å, forces in eV/Å.

| no. | E_tot (Eh) |
| --- | --- |
| 1 | -3839.1889 |
| 2 | -11657.3467 |